# 1
DFT (ωB97M-V/def2-TZVPD) results for 4 unconnected molecules or ions with the total composition C17H44BN3O6S.

Highest occupied orbital energy: -8.761 eV
Net charge: 0
Structure (SMILES): CCSCOC(=O)N(CNC)B(O)N(C)C.CC(C)O.CC(C)O.CC(C)O
Frontier orbital gap: 9.317 eV

XYZ file:
```
72
C17H44BN3O6S, DFT ωB97M-V/def2-TZVPD
C 0.871 0.987 3.962
C -0.186 1.913 3.363
S -1.865 1.207 3.518
C -2.489 1.373 1.843
O -2.477 0.190 1.040
C -1.257 -0.143 0.497
O -0.641 -1.121 0.899
N -0.924 0.654 -0.643
C -0.860 -0.182 -1.848
N -2.160 -0.368 -2.461
C -2.059 -1.414 -3.486
B 0.244 1.583 -0.495
O 0.111 2.885 -0.978
N 1.455 1.123 0.105
C 1.976 -0.101 -0.527
C 2.500 2.117 0.360
H 0.613 0.707 4.989
H 0.978 0.081 3.352
H 1.841 1.502 3.993
H 0.015 2.059 2.297
H -0.195 2.880 3.872
H -3.539 1.677 1.892
H -1.920 2.171 1.347
H -0.105 0.247 -2.534
H -0.501 -1.179 -1.576
H -2.425 0.516 -2.883
H -3.016 -1.937 -3.577
H -1.308 -2.139 -3.144
H -1.764 -1.049 -4.481
H -0.316 3.504 -0.385
H 2.256 0.062 -1.576
H 1.216 -0.882 -0.506
H 2.854 -0.469 0.013
H 2.183 2.802 1.149
H 2.762 2.687 -0.539
H 3.401 1.609 0.727
C 2.520 -3.913 -4.144
C 2.413 -3.289 -2.762
C 2.787 -4.271 -1.663
O 1.108 -2.762 -2.545
H 1.833 -4.759 -4.226
H 2.256 -3.187 -4.913
H 3.531 -4.275 -4.338
H 3.071 -2.419 -2.707
H 2.108 -5.127 -1.679
H 2.710 -3.796 -0.684
H 3.805 -4.642 -1.792
H 0.474 -3.491 -2.592
C -3.390 -3.540 -0.505
C -2.479 -4.658 -0.973
C -2.539 -5.870 -0.057
O -1.133 -4.175 -1.068
H -3.067 -3.203 0.484
H -3.331 -2.683 -1.178
H -4.432 -3.853 -0.430
H -2.745 -4.959 -1.987
H -2.231 -5.591 0.954
H -1.871 -6.655 -0.412
H -3.551 -6.271 -0.004
H -0.882 -3.879 -0.184
C 1.496 7.307 2.497
C 0.812 5.971 2.262
C -0.615 5.957 2.788
O 1.569 4.900 2.828
H 1.551 7.516 3.569
H 2.511 7.291 2.102
H 0.949 8.121 2.021
H 0.804 5.756 1.191
H -0.620 6.127 3.868
H -1.088 4.992 2.599
H -1.217 6.738 2.321
H 1.615 5.039 3.779
```

=====

# 2
DFT (ωB97M-V/def2-TZVPD) results for a molecular structure, C17H44BaF3N2O23P4.

Highest occupied orbital energy: -10.292 eV
Net charge: +1
Frontier orbital gap: 4.422 eV

XYZ file:
```
94
C17H44BaF3N2O23P4, DFT ωB97M-V/def2-TZVPD
Ba 18.188 -28.390 15.936
N 19.909 -32.475 17.388
O 20.122 -33.582 17.813
O 20.506 -31.917 16.448
O 18.868 -31.852 17.814
C 21.716 -37.431 16.088
N 22.720 -38.256 15.378
O 22.415 -39.302 14.863
O 23.840 -37.732 15.261
H 22.258 -37.154 16.992
H 20.867 -38.058 16.360
H 21.625 -36.513 15.507
C 14.986 -31.589 9.866
O 15.405 -32.561 10.788
P 15.269 -32.502 12.454
O 16.355 -31.743 13.163
O 15.508 -34.096 12.746
C 15.912 -34.499 14.087
O 13.680 -32.163 12.742
C 13.222 -32.325 14.108
H 14.549 -30.693 10.309
H 14.220 -32.068 9.256
H 15.820 -31.174 9.300
H 16.797 -35.134 14.082
H 15.092 -34.865 14.705
H 16.473 -33.783 14.689
H 12.706 -31.407 14.391
H 14.105 -32.465 14.730
H 12.635 -33.224 14.294
C 16.962 -38.858 24.894
O 17.547 -37.551 24.991
P 17.904 -36.725 23.656
O 18.644 -35.465 23.955
O 18.617 -37.843 22.715
C 19.416 -37.388 21.594
O 16.417 -36.557 23.026
C 16.100 -35.520 22.155
H 16.048 -38.836 25.488
H 17.560 -39.706 25.228
H 16.733 -39.005 23.839
H 19.952 -36.458 21.786
H 18.847 -37.244 20.675
H 20.156 -38.147 21.341
H 16.027 -35.868 21.124
H 16.511 -34.515 22.250
H 15.061 -35.339 22.430
C 13.242 -26.285 19.870
O 12.682 -27.500 20.348
P 13.509 -28.867 19.877
O 14.761 -28.700 19.128
O 13.659 -29.678 21.252
C 14.634 -29.478 22.343
O 12.318 -29.664 19.100
C 11.091 -29.952 19.778
H 12.448 -25.692 19.417
H 14.082 -26.293 19.175
H 13.610 -25.779 20.763
H 15.554 -29.621 21.777
H 14.482 -30.300 23.043
H 14.716 -28.503 22.823
H 10.355 -29.170 19.590
H 11.082 -30.038 20.864
H 10.674 -30.886 19.403
C 20.624 -25.705 21.054
O 20.991 -26.997 21.447
P 21.800 -27.861 20.351
O 21.120 -28.084 19.070
O 23.210 -27.081 20.233
C 24.124 -27.510 19.219
O 22.204 -29.223 21.162
C 21.140 -30.068 21.697
H 20.502 -25.582 19.978
H 21.339 -24.983 21.447
H 19.621 -25.416 21.370
H 23.978 -28.505 18.797
H 25.159 -27.630 19.543
H 24.039 -26.911 18.313
H 20.283 -30.139 21.027
H 20.704 -29.662 22.609
H 21.418 -31.106 21.881
C 25.507 -33.546 19.648
C 25.838 -32.593 18.504
O 27.159 -32.560 18.155
C 27.758 -31.640 17.382
O 27.097 -30.855 16.666
C 29.244 -31.479 17.544
F 29.921 -32.025 16.540
F 29.539 -30.194 17.473
F 29.767 -31.980 18.626
H 24.424 -33.492 19.757
H 25.998 -33.242 20.572
H 25.746 -34.553 19.306
H 25.556 -31.568 18.746
H 25.376 -33.002 17.605
```

=====

# 3
DFT (ωB97M-V/def2-TZVPD) results for 7 unconnected molecules or ions with the total composition C17H45F2N6O10S2.

Highest occupied orbital energy (spin up / spin down): -8.925 / -12.529 eV
Multiplicity: 2
Expectation value of S²: 0.754
Net charge: +2
Frontier orbital gap (spin up / spin down): 2.949 / 6.553 eV

XYZ file:
```
82
C17H45F2N6O10S2, DFT ωB97M-V/def2-TZVPD
C -1.860 0.508 0.413
C -0.373 0.108 0.562
O 0.062 -0.700 -0.401
H -2.045 0.953 -0.565
H -2.193 1.280 1.107
H -2.434 -0.418 0.449
H -0.343 -0.143 1.622
H 0.132 1.073 0.625
C 0.710 0.627 -5.316
C 0.104 1.035 -4.030
O 0.440 2.132 -3.455
N -0.742 -0.095 -3.344
H -0.235 -0.937 -3.112
H -0.849 0.212 -2.388
C -2.113 -0.530 -3.975
H 1.363 -0.239 -5.421
H 1.335 1.482 -5.571
H -0.185 0.478 -5.920
H -2.769 0.264 -4.332
H -2.587 -1.091 -3.169
H -1.833 -1.223 -4.768
C 5.575 -0.174 -2.819
C 4.284 0.502 -2.575
O 3.823 1.203 -3.423
N 3.514 0.197 -1.276
H 2.880 -0.575 -1.423
H 3.975 -0.241 -0.491
C 2.788 1.455 -0.646
H 6.232 -0.317 -1.962
H 6.154 0.548 -3.395
H 5.584 -1.175 -3.250
H 1.956 1.758 -1.282
H 3.512 2.269 -0.681
H 2.274 1.295 0.301
C -0.366 -4.294 -0.725
C 0.975 -4.280 -0.067
O 1.843 -5.152 -0.149
N 1.413 -2.901 0.566
H 2.406 -2.720 0.588
H 0.896 -2.141 0.146
C 1.182 -2.950 2.070
H -0.723 -3.289 -0.949
H -1.113 -4.792 -0.107
H -0.242 -4.850 -1.654
H 1.620 -3.804 2.588
H 0.108 -2.991 2.249
H 1.495 -1.988 2.477
C 3.626 4.110 4.318
C 2.480 3.366 3.590
O 2.385 3.359 2.342
N 1.465 2.663 4.424
H 1.760 2.581 5.387
H 0.668 3.283 4.444
C 1.178 1.309 3.867
H 3.281 4.990 4.861
H 4.243 4.606 3.569
H 4.257 3.426 4.887
H 1.358 1.219 2.795
H 0.242 0.889 4.233
H 1.919 0.581 4.199
C -4.541 -2.546 0.558
C -3.945 -2.856 1.960
O -2.650 -2.985 2.097
N -4.762 -3.010 3.262
H -4.278 -2.574 4.034
H -5.643 -2.543 3.100
C -5.057 -4.396 3.709
H -5.239 -1.711 0.508
H -5.312 -3.303 0.416
H -3.847 -2.719 -0.265
H -4.178 -5.029 3.583
H -5.902 -4.721 3.102
H -5.297 -4.412 4.772
N -1.584 5.327 -1.124
S -1.446 3.834 -0.980
O -0.153 3.214 -0.889
O -2.513 3.014 -1.517
F -1.971 3.814 0.551
S -1.636 5.234 -2.824
O -2.986 5.369 -3.418
O -0.561 4.517 -3.540
F -0.990 6.726 -3.136
```

=====

# 4
DFT (ωB97M-V/def2-TZVPD) results for a molecular structure, C17H46CaCl5FLiN3O8PS.

Highest occupied orbital energy: -3.421 eV
Net charge: -1
Frontier orbital gap: 1.099 eV

XYZ file:
```
84
C17H46CaCl5FLiN3O8PS, DFT ωB97M-V/def2-TZVPD
C -2.458 2.369 -0.527
P -0.985 2.978 0.529
C 0.493 3.351 1.687
C 1.311 4.725 1.317
C 0.526 6.118 1.726
C 1.692 7.317 1.672
C 1.518 8.334 0.396
N 2.595 7.988 -0.648
H -2.184 2.408 -1.670
H -2.648 1.216 -0.284
H -3.489 2.903 -0.276
H -0.129 2.067 -0.190
H -1.188 4.367 0.187
H -1.699 2.482 1.708
H 1.276 2.459 1.564
H 0.151 3.299 2.825
H 1.649 4.810 0.196
H 2.299 4.707 1.986
H -0.346 6.406 0.999
H 0.098 6.125 2.817
H 2.753 6.789 1.528
H 1.781 7.878 2.722
H 0.486 8.273 -0.152
H 1.780 9.421 0.801
H 2.320 8.341 -1.598
H 2.683 6.937 -0.709
O -3.732 -0.066 -1.544
C -3.479 -0.618 -2.608
N -2.250 -1.156 -2.842
C -4.476 -0.748 -3.723
H -1.994 -1.620 -3.702
H -1.561 -1.081 -2.106
H -4.789 0.251 -4.039
H -5.343 -1.308 -3.363
H -4.055 -1.272 -4.586
Cl -4.093 1.718 -3.834
Ca 2.618 2.989 1.674
C -3.792 7.459 4.238
C -2.777 6.338 4.052
O -3.360 5.303 3.259
O -4.972 6.946 4.856
H -3.388 8.258 4.866
H -4.087 7.879 3.272
H -2.510 5.896 5.016
H -1.868 6.697 3.560
H -3.460 5.649 2.355
H -5.116 6.063 4.462
C 2.846 -5.982 -1.414
C 2.084 -4.755 -0.918
N 0.664 -4.768 -1.269
C 0.004 -3.470 -1.078
C -0.078 -2.926 0.343
C -0.108 -5.928 -0.825
C -0.120 -6.244 0.668
H 2.705 -6.127 -2.490
H 3.919 -5.852 -1.232
H 2.535 -6.893 -0.895
H 2.558 -3.881 -1.381
H 2.236 -4.657 0.164
H -1.005 -3.508 -1.501
H 0.536 -2.729 -1.691
H -0.820 -3.463 0.940
H -0.392 -1.877 0.317
H 0.884 -2.960 0.861
H 0.271 -6.814 -1.352
H -1.145 -5.837 -1.173
H 0.879 -6.216 1.111
H -0.514 -7.255 0.825
H -0.767 -5.562 1.222
O 2.634 -0.426 -0.426
H 2.361 -0.282 -1.344
H 2.857 -1.368 -0.393
C 6.068 -5.907 1.163
Cl 5.308 -4.441 0.493
Cl 6.056 -5.822 2.943
Cl 5.159 -7.343 0.631
Cl 7.750 -6.021 0.586
F 2.878 -7.336 -3.646
Li 6.366 -5.868 -1.143
O 0.118 -8.918 -3.646
S -1.281 -9.025 -3.193
O -1.318 -9.082 -1.720
O -1.884 -10.251 -3.748
O -2.040 -7.850 -3.659
```

=====

# 5
DFT (ωB97M-V/def2-TZVPD) results for 3 unconnected molecules or ions with the total composition C17H46N6O5P2S.

Highest occupied orbital energy: -8.175 eV
Net charge: 0
Structure (SMILES): O=[SH](=O)C[C@@H]1CCOC1.CN(C)P(=O)(N(C)C)N(C)C.CN(C)P(=O)(N(C)C)N(C)C
Frontier orbital gap: 8.468 eV

XYZ file:
```
77
C17H46N6O5P2S, DFT ωB97M-V/def2-TZVPD
O 5.529 -1.248 -1.746
S 4.946 -0.265 -2.619
O 4.278 0.853 -2.018
C 3.892 -1.126 -3.771
C 2.378 -1.007 -3.583
C 1.661 0.318 -3.405
C 0.277 -0.254 -3.055
O 0.601 -1.210 -2.037
C 1.709 -1.941 -2.502
H 5.929 0.221 -3.418
H 4.172 -2.174 -3.652
H 4.177 -0.860 -4.789
H 2.002 -1.408 -4.530
H 1.531 0.955 -4.280
H 1.929 0.906 -2.533
H -0.090 -0.831 -3.912
H -0.432 0.459 -2.652
H 2.469 -2.119 -1.741
H 1.427 -2.844 -3.048
O -3.411 1.546 -2.431
P -4.233 2.348 -1.504
N -3.379 2.338 -0.037
C -3.944 2.572 1.278
C -1.965 2.690 -0.132
N -5.663 1.435 -1.372
C -6.391 1.231 -0.137
C -5.770 0.266 -2.238
N -5.036 3.843 -1.365
C -6.036 4.089 -2.428
C -4.112 4.999 -1.363
H -4.307 3.597 1.437
H -3.179 2.376 2.030
H -4.754 1.886 1.500
H -1.789 3.763 -0.277
H -1.503 2.165 -0.967
H -1.440 2.382 0.773
H -5.920 0.476 0.505
H -7.404 0.888 -0.361
H -6.502 2.163 0.417
H -5.207 -0.594 -1.855
H -5.413 0.485 -3.239
H -6.822 -0.020 -2.319
H -5.591 4.093 -3.428
H -6.502 5.059 -2.253
H -6.819 3.338 -2.400
H -3.446 5.013 -2.232
H -3.505 5.004 -0.459
H -4.689 5.922 -1.359
O 2.835 -4.042 1.806
P 3.042 -2.756 2.500
N 2.898 -3.126 4.153
C 2.568 -2.184 5.204
C 3.692 -4.260 4.613
N 1.736 -1.810 1.963
C 0.980 -0.914 2.811
C 0.881 -2.389 0.931
N 4.103 -1.430 2.601
C 4.315 -0.727 1.312
C 5.441 -1.795 3.115
H 3.338 -1.421 5.386
H 2.424 -2.732 6.137
H 1.627 -1.679 5.013
H 4.763 -4.036 4.710
H 3.593 -5.092 3.917
H 3.331 -4.603 5.583
H 0.255 -1.447 3.442
H 0.420 -0.210 2.189
H 1.636 -0.312 3.438
H 0.167 -3.112 1.344
H 1.474 -2.890 0.174
H 0.318 -1.604 0.426
H 4.742 -1.375 0.546
H 4.998 0.107 1.477
H 3.382 -0.318 0.937
H 5.910 -2.603 2.545
H 5.384 -2.094 4.161
H 6.093 -0.924 3.072
```

=====

# 6
DFT (ωB97M-V/def2-TZVPD) results for a molecular structure, C17H47As3N3O8P3Pd.

Highest occupied orbital energy: -0.428 eV
Net charge: -2
Frontier orbital gap: 4.622 eV

XYZ file:
```
82
C17H47As3N3O8P3Pd, DFT ωB97M-V/def2-TZVPD
Pd -0.360 0.121 -0.083
O 1.218 0.039 3.773
P 1.147 -0.773 2.347
O 1.703 -2.129 2.578
O 1.701 0.143 1.291
O -0.506 -0.975 2.183
P -1.477 0.272 2.654
O -2.771 -0.081 1.677
O -1.927 0.032 4.052
O -0.918 1.605 2.306
H 0.596 0.786 3.678
H -2.969 -1.008 1.874
C -2.220 -1.816 -4.317
As -1.390 -0.818 -2.646
C 0.374 -1.544 -3.080
C -0.840 0.854 -3.607
C -1.788 2.046 -3.745
C -1.135 3.098 -4.658
C -2.001 2.723 -2.376
As -2.009 1.659 -0.657
C -3.883 1.048 -0.883
C -2.452 3.263 0.385
C -3.147 1.635 -4.332
As -3.462 0.971 -6.178
C -1.747 0.524 -7.054
C -3.671 2.704 -7.125
H -3.100 -1.315 -4.724
H -2.543 -2.793 -3.947
H -1.491 -1.977 -5.116
H 0.592 -1.509 -4.151
H 0.479 -2.561 -2.721
H 1.069 -0.922 -2.528
H -0.489 0.543 -4.596
H 0.023 1.183 -3.020
H -0.145 3.363 -4.280
H -1.745 4.006 -4.685
H -1.015 2.729 -5.679
H -2.921 3.321 -2.407
H -1.174 3.423 -2.212
H -4.445 1.746 -1.508
H -4.341 0.981 0.101
H -3.892 0.056 -1.338
H -3.250 3.842 -0.090
H -1.561 3.879 0.502
H -2.754 2.939 1.378
H -3.833 2.488 -4.264
H -3.556 0.853 -3.687
H -1.259 -0.300 -6.541
H -1.059 1.367 -7.118
H -1.989 0.201 -8.069
H -4.550 3.231 -6.753
H -3.822 2.508 -8.188
H -2.801 3.351 -7.010
C 4.280 -2.241 1.115
N 3.612 -3.346 0.445
C 4.303 -4.604 0.535
P 2.472 -2.934 -0.703
O 1.451 -1.957 -0.341
N 1.864 -4.473 -1.099
C 0.748 -4.757 -0.182
C 1.640 -4.942 -2.450
N 3.350 -2.412 -2.068
C 4.444 -3.218 -2.553
C 3.589 -0.974 -2.129
H 4.367 -2.451 2.182
H 3.672 -1.342 1.019
H 5.286 -2.078 0.691
H 4.339 -4.934 1.581
H 5.342 -4.525 0.175
H 3.782 -5.356 -0.053
H 0.952 -4.285 0.782
H 0.647 -5.839 -0.047
H -0.197 -4.346 -0.556
H 2.180 -4.331 -3.172
H 0.578 -4.918 -2.720
H 1.986 -5.982 -2.542
H 4.272 -4.268 -2.314
H 5.412 -2.924 -2.119
H 4.529 -3.127 -3.643
H 2.894 -0.465 -1.457
H 3.440 -0.605 -3.150
H 4.613 -0.726 -1.821
```